Here is 8 unconnected molecules or ions with the total composition C56H73FNO3S at a distorted geometry from the OMol25 dataset. Energies are from ωB97M-V/def2-TZVPD.

Structure (XYZ):
```
135
Properties=species:S:1:pos:R:3
C -1.43336 -0.95857 3.83382
C -2.63351 -1.90113 3.77451
C -3.21052 -1.94280 2.34718
C -4.12831 -3.14620 2.14545
C -4.70153 -3.36841 0.72320
C -4.09017 -2.53427 -0.40188
C -4.71309 -1.14000 -0.59057
C -3.76569 -0.15403 -1.28386
C -2.72552 0.41348 -0.29747
C -2.21480 1.80297 -0.67698
C -1.36766 1.89108 -1.92764
N 0.01422 1.27803 -1.86106
C 0.76039 1.61832 -3.13748
O 0.03349 -0.08863 -1.55306
C -0.33616 -0.94457 -2.66191
C -0.72532 -2.29089 -2.05347
S 0.91260 2.03642 -0.50528
O 0.69244 3.42347 -0.49855
O 0.61656 1.27059 0.64307
F 2.36278 1.74004 -0.83887
H -1.64218 -0.03780 3.28588
H -1.17346 -0.67775 4.85197
H -0.55695 -1.41392 3.37380
H -3.41124 -1.50712 4.42621
H -2.33924 -2.90029 4.08489
H -3.80601 -1.03854 2.23131
H -2.36706 -1.94942 1.65854
H -3.61505 -4.03452 2.51080
H -4.96520 -3.00819 2.83213
H -4.50442 -4.40989 0.46480
H -5.78547 -3.27585 0.70101
H -4.26384 -3.08003 -1.33180
H -3.00954 -2.43735 -0.30847
H -5.58466 -1.25043 -1.23823
H -5.07955 -0.72421 0.34558
H -4.36421 0.69031 -1.62858
H -3.27477 -0.65034 -2.12205
H -3.22566 0.52942 0.66152
H -1.91918 -0.29510 -0.12729
H -3.08318 2.42351 -0.89888
H -1.73391 2.26091 0.18565
H -1.19503 2.94237 -2.15604
H -1.85457 1.46393 -2.80054
H 0.08466 1.54721 -3.97794
H 1.13331 2.63520 -3.03819
H 1.61771 0.96291 -3.23444
H -1.18213 -0.53845 -3.21235
H 0.50691 -1.08637 -3.33190
H -1.79819 -2.41062 -1.96753
H -0.30776 -3.08102 -2.67152
H -0.24366 -2.38275 -1.08198
C 4.82763 4.94942 0.40770
C 4.88363 3.80565 -0.37726
C 6.07720 3.43055 -0.97891
C 7.21840 4.19681 -0.78870
C 7.16343 5.33879 -0.00171
C 5.96789 5.71704 0.59410
H 3.89606 5.24351 0.87552
H 4.00060 3.20193 -0.51984
H 6.12183 2.54093 -1.59506
H 8.15030 3.90205 -1.25330
H 8.05376 5.93540 0.14843
H 5.92593 6.60858 1.20617
C -0.65432 4.44084 2.27425
C -1.33380 3.99766 3.40092
C -2.14290 4.87373 4.11063
C -2.27587 6.19000 3.69034
C -1.59835 6.63230 2.56256
C -0.78533 5.75805 1.85509
H -0.01984 3.76627 1.72049
H -1.23061 2.96999 3.72736
H -2.66794 4.53186 4.99281
H -2.90722 6.87247 4.24367
H -1.70243 7.65894 2.23691
H -0.25192 6.10391 0.97806
C 8.20705 0.51412 0.14907
C 9.23854 1.37126 0.50535
C 10.55280 0.92682 0.47345
C 10.83612 -0.37304 0.07785
C 9.80509 -1.22961 -0.28117
C 8.49019 -0.78709 -0.24271
H 7.18212 0.86220 0.18037
H 9.01668 2.38594 0.81074
H 11.35678 1.59335 0.75712
H 11.86107 -0.71881 0.05034
H 10.02671 -2.24308 -0.58929
H 7.68593 -1.45825 -0.51664
C -8.94803 -6.74082 3.61008
C -7.89291 -6.82367 4.50783
C -6.58911 -6.65158 4.06488
C -6.34139 -6.39112 2.72443
C -7.39672 -6.30534 1.82704
C -8.70011 -6.48299 2.26917
H -9.96426 -6.87830 3.95547
H -8.08690 -7.02379 5.55343
H -5.76611 -6.72132 4.76446
H -5.32443 -6.25355 2.37813
H -7.20312 -6.10124 0.78129
H -9.52287 -6.42167 1.56876
C -0.97228 -6.87600 -4.73450
C -0.35982 -5.63511 -4.63317
C 0.99241 -5.54974 -4.33015
C 1.73499 -6.70547 -4.13423
C 1.12281 -7.94613 -4.23812
C -0.23032 -8.03138 -4.53552
H -2.02631 -6.94293 -4.97013
H -0.93915 -4.73341 -4.79405
H 1.47164 -4.58100 -4.24873
H 2.78993 -6.63973 -3.90233
H 1.70119 -8.84798 -4.08799
H -0.70675 -8.99954 -4.61366
C -6.18572 -1.85168 -5.34638
C -5.06037 -1.88076 -4.53619
C -3.80025 -1.70206 -5.09047
C -3.66394 -1.48701 -6.45486
C -4.79039 -1.45401 -7.26472
C -6.04973 -1.63882 -6.71126
H -7.16770 -1.99505 -4.91542
H -5.16434 -2.04776 -3.47067
H -2.92019 -1.73824 -4.45679
H -2.68156 -1.35030 -6.88906
H -4.68644 -1.28760 -8.32864
H -6.92638 -1.61861 -7.34480
C 5.54350 7.92212 5.55204
C 5.59897 6.77850 4.76770
C 6.79441 6.40440 4.16963
C 7.93579 7.17085 4.36013
C 7.88057 8.31318 5.14631
C 6.68419 8.68995 5.74026
H 4.61154 8.21460 6.01816
H 4.70992 6.17745 4.62334
H 6.83654 5.51430 3.55429
H 8.86891 6.87718 3.89661
H 8.77074 8.90980 5.29703
H 6.64099 9.58214 6.35111
```

Values from the calculation:
**Orbital gap**: 7.698 eV
**Multiplicity**: 1
**E_tot**: -80431.5171 eV
**Total charge**: +1
**E_LUMO**: -2.89 eV
**Strongest force on any atom**: 3.95 eV/Å